# C20H60N12O8

8 unconnected molecules or ions with the total composition C20H60N12O8 in a non-equilibrium geometry (ωB97M-V with the def2-TZVPD basis set, the Open Molecules 2025 dataset).

```
100
Properties=species:S:1:pos:R:3
H 5.079 -2.403 -3.564
H -6.392 3.142 1.257
C 2.509 -3.116 -2.981
H 0.774 -0.571 1.812
O -4.299 1.659 3.473
O 3.054 -1.992 -3.676
H 3.793 -4.172 -5.038
H 3.234 2.954 -4.045
H -2.362 3.089 6.152
H -0.937 2.817 4.717
H -3.771 -0.158 0.652
C -2.163 1.330 4.782
H -2.312 0.250 4.801
H -2.511 1.501 6.870
C -6.549 1.457 0.365
H -1.976 -2.896 3.480
H -0.168 0.087 4.102
C -0.288 -3.902 3.292
H 2.637 0.627 -0.577
H 0.784 1.119 0.674
C 3.516 -3.417 0.501
H -3.227 0.113 -1.111
C 1.716 -0.332 4.101
H 2.654 3.460 -1.738
O -6.489 0.255 0.474
H -7.884 1.426 -1.054
N -5.912 2.265 1.107
H -2.572 1.131 2.598
H -0.447 1.627 5.734
H -3.780 2.182 5.899
C 4.334 -2.172 -4.326
O 2.716 -1.020 4.189
N -1.379 -3.593 3.902
C -4.839 0.436 3.669
C 1.884 4.041 -2.244
H 1.087 4.189 -1.515
H 2.454 -1.723 0.781
H -7.409 3.081 -0.575
N 0.389 -4.720 4.075
C -0.769 -0.031 -0.672
C 1.275 3.444 -3.507
H -4.254 -0.355 3.201
H 0.976 2.425 -3.263
C 0.108 4.180 -4.186
H -5.100 0.206 4.702
H 0.099 3.764 -5.193
H 1.870 -2.814 -2.151
H 1.717 -0.634 -1.537
H 3.008 -2.532 -6.468
C -2.882 1.693 3.479
N 1.899 0.979 3.918
H 0.228 -1.596 0.679
C -2.697 2.070 5.959
C -3.122 0.359 -0.054
H 6.448 -4.145 -4.653
H 1.907 -3.686 -3.688
O 0.303 -3.269 2.446
H 6.460 -3.275 -6.107
O 4.581 -3.980 0.310
H 2.266 5.051 -2.392
O -1.788 0.035 0.387
H 1.123 1.614 4.035
H -3.102 4.231 -3.662
H -1.769 -4.213 4.597
H 2.567 4.124 -4.950
C -2.208 4.571 -4.184
H 0.298 5.248 -4.295
H -0.795 -1.024 -1.119
H -0.113 -5.388 4.642
H -3.156 1.448 -0.018
H 1.684 -3.624 1.254
N 3.326 -2.153 0.509
H -2.238 5.581 -3.775
H 4.702 -1.260 -4.797
N 0.479 -0.689 4.101
N 2.443 -4.119 0.808
N 3.888 -3.001 -6.629
H 1.460 1.159 -1.731
C 5.829 -3.950 -5.529
H 2.508 -5.112 0.636
O -1.176 3.854 -3.674
H -2.572 2.679 3.132
H 4.459 -2.194 -6.839
N 0.883 -0.845 0.846
H 0.338 -1.650 3.825
N -7.304 2.077 -0.544
C 4.391 -3.302 -5.307
H 5.762 -4.774 -6.240
N 2.372 3.251 -4.481
H 3.326 -3.785 -2.708
H 3.843 -1.699 -0.231
H -5.781 0.605 3.145
H -5.381 1.855 1.861
H -1.021 0.716 -1.425
H 2.865 1.273 3.910
C 0.576 0.275 0.016
N -0.837 1.817 4.821
C 1.698 0.342 -1.051
H 1.396 -4.635 4.084
H -2.247 4.756 -5.258
```

Values from the calculation:
Energy relative to the best compared isomer or geometry (same formula, charge and spin), kJ/mol: 46.0
Gap between HOMO and LUMO (spin up / spin down), eV: 9.0 / 3.4
Net charge: +1
HOMO level (spin up / spin down), Ha: -0.402 / -0.402
Lowest unoccupied orbital energy (spin up / spin down), eV: -2.0 / -7.6
Spin multiplicity: 2